The following is a DFT calculation (ωB97M-V with the def2-TZVPD basis set) of a cluster of 2 separate species, C6H10N2O4 in total in a non-equilibrium geometry.

Summary:
Lowest unoccupied orbital energy = -0.00398 Ha
HOMO = -10.31 eV
SMILES = C[C@@]1(C(=O)O)CCC=N1.O=NO
Maximum force = 0.11452 Eh/bohr
Calculated total energy = -644.97123 Ha

Atoms and positions in Å:
C1 -0.48826 -1.43983 0.84069
C2 -0.73312 -0.39456 -0.31916
C3 -1.52891 -1.11701 -1.39431
O1 -2.73357 -1.07578 -1.43304
O2 -0.68226 -1.76492 -2.24582
C4 -1.44115 0.76494 0.27907
C5 -0.42600 1.99208 0.06493
C6 0.74648 1.19254 -0.44993
N1 0.57448 0.01082 -0.76711
H1 -0.15183 -0.95466 1.65802
H2 0.11572 -2.33324 0.38972
H3 -1.47598 -1.89529 1.16363
H4 0.10986 -1.33475 -2.07247
H5 -1.61276 0.63543 1.34669
H6 -2.48414 0.87747 -0.13116
H7 -0.73315 2.52241 -0.78870
H8 -0.05179 2.67512 0.79886
H9 1.71548 1.68637 -0.58262
O3 3.42612 0.98865 1.94751
N2 2.58224 0.58085 1.25860
O4 3.03057 -0.59211 0.50228
H10 2.24196 -1.02454 -0.06565

The following is a DFT calculation (ωB97M-V with the def2-TZVPD basis set) of an isolated molecule of C6H10N2O5 in a non-equilibrium geometry.

Summary:
Lowest unoccupied orbital energy = 0.00419 Ha
HOMO = -10.20 eV
SMILES = N[C@@H](CC(=O)O)C(=O)NCC(=O)O
Maximum force = 0.10221 Eh/bohr
Calculated total energy = -720.32224 Ha

Atoms and positions in Å:
N1 2.87313 -0.91719 0.75648
C1 1.42466 -0.56516 1.06045
C2 1.24808 1.01631 1.03776
C3 1.51555 1.35435 -0.36703
O1 0.65642 1.81648 -1.09543
O2 2.82574 1.02375 -0.76568
C4 0.63246 -1.23670 -0.14082
O3 1.21451 -1.76991 -1.05524
N2 -0.80484 -1.06699 -0.26737
C5 -1.59730 -0.02208 0.40772
C6 -3.07216 0.02188 -0.01861
O4 -3.64465 -1.03761 -0.35414
O5 -3.69323 1.16025 0.41654
H1 2.88947 -1.86614 0.42880
H2 3.39486 -0.67550 1.59392
H3 0.88310 -1.03582 1.91909
H4 0.30369 1.31469 1.33282
H5 1.97413 1.57850 1.51404
H6 3.05973 0.23415 -0.13758
H7 -1.13268 -1.42350 -1.15491
H8 -1.48582 -0.05361 1.55166
H9 -1.24487 1.04862 0.15459
H10 -2.89764 1.81252 0.32868